This record from the OMol25 dataset describes a 9-piece molecular cluster, C44H46N8O5 overall at a distorted geometry. The level of theory is ωB97M-V/def2-TZVPD.

Values from the calculation:
**Electronic energy**: -2518.29098 Ha
**ΔE to the lowest compared entry with this formula, charge and spin**: 4.0365 eV
**Gap between HOMO and LUMO**: 9.5995 eV

```
103
Properties=species:S:1:pos:R:3:forces:R:3
O -5.4705 -3.6970 -8.0267 0.558 -1.218 1.958
O -4.0174 -4.3923 -6.3219 -1.889 0.605 -0.833
O -3.4427 -0.6896 -5.3515 2.233 -1.208 -1.818
O -4.6562 -0.6101 -4.7235 -2.703 0.162 0.307
O -5.8784 -5.7310 -6.7650 2.131 4.049 -1.968
N 7.2246 4.8174 -2.0026 -0.556 -0.149 0.267
N 0.9209 2.5440 1.0553 -0.462 -0.450 0.129
N 3.6855 2.6307 3.9982 0.618 -0.195 -0.143
N 0.6302 2.2179 -4.1335 0.469 0.082 -0.439
N -7.6553 -2.4508 2.2355 0.272 -0.255 0.571
N 8.6708 3.1792 7.3738 -0.112 0.613 0.195
N -2.2736 -1.3317 -1.5628 -0.601 -0.244 0.303
N -4.5952 -5.6473 0.4773 0.071 -0.494 -0.413
C -7.0079 -2.0492 4.5191 0.018 -0.110 0.001
C 5.1673 1.6674 2.3646 0.146 -0.046 0.185
C -4.7326 -1.9188 -0.3804 -0.191 0.026 0.088
C 9.1602 5.5352 7.3127 -0.079 0.008 0.104
C 4.7743 4.2250 -0.8040 -0.173 -0.065 0.084
C 9.2931 4.2408 6.8368 -0.189 -0.524 0.118
C 6.0160 2.3066 4.5086 0.060 -0.025 -0.071
C 7.1522 4.3061 -0.7630 0.132 0.231 -0.553
C -4.4021 -5.4708 -0.8404 -0.091 0.084 0.542
C 8.3333 5.7509 8.4053 -0.014 0.085 0.037
C -4.5884 -6.9138 0.9232 -0.028 0.587 -0.062
C -4.2030 -6.5086 -1.7370 0.005 -0.133 0.064
C -4.6794 -1.3874 -1.6608 0.047 -0.101 0.184
C -5.2282 -4.7222 -7.0586 0.002 -1.642 1.247
C -6.8786 -4.2620 3.6187 0.014 0.115 0.115
C 0.1755 1.8916 0.1476 0.416 0.355 0.264
C 2.6482 2.5137 -6.0395 0.055 0.008 -0.067
C -4.4209 -2.6871 -7.8055 1.990 -0.632 0.204
C 0.3631 2.2064 -5.4489 -0.035 -0.022 0.577
C 7.6762 4.6720 8.9790 0.076 0.100 -0.065
C 4.7331 2.7174 4.8341 -0.522 0.029 -0.265
C -0.3830 1.4807 2.7775 -0.092 -0.067 -0.149
C 7.8781 3.4156 8.4311 0.277 -0.260 -0.410
C 2.9517 2.5312 -4.6861 -0.001 0.000 -0.136
C 1.3283 2.3471 -6.4335 0.121 0.014 0.069
C -7.3516 -3.7460 2.4229 -0.187 0.497 -0.274
C -2.3543 -1.8450 -0.3236 0.099 0.075 -0.489
C -4.3943 -8.0179 0.1092 0.010 0.030 -0.101
C -6.7039 -3.3926 4.6852 0.036 -0.063 0.067
C 6.0605 5.0295 -2.6371 0.563 -0.050 0.159
C -3.0372 -2.0874 -5.4906 -0.053 -1.947 0.308
C 0.6269 2.3266 2.3485 0.139 0.298 -0.379
C -4.1990 -7.8065 -1.2478 0.021 -0.068 -0.075
C 1.9147 2.3786 -3.7799 -0.581 -0.073 0.007
C -4.1576 -2.9291 -6.2507 -1.435 0.476 -1.218
C -0.8575 1.0286 0.4750 -0.075 0.025 0.115
C -7.4786 -1.6317 3.2849 -0.109 -0.205 -0.513
C 6.2329 1.7705 3.2473 0.063 -0.033 -0.037
C -3.4340 -1.1147 -2.2050 0.695 -0.025 0.237
C -1.1385 0.8210 1.8179 -0.005 -0.010 0.031
C -3.5488 -2.1549 0.3054 -0.044 0.079 -0.027
C 4.8194 4.7542 -2.0852 0.025 -0.052 0.076
C 3.9233 2.1098 2.7838 -0.289 0.190 0.380
C 5.9617 3.9937 -0.1262 -0.030 0.059 -0.073
H -1.4268 0.5318 -0.2993 0.117 0.097 -0.005
H -4.0450 -8.6453 -1.9178 -0.013 0.055 0.041
H -6.3342 -3.7584 5.6370 -0.022 0.025 -0.058
H 7.0228 4.8039 9.8323 0.030 -0.036 -0.044
H -5.3264 -0.3649 -5.4136 1.036 -0.261 0.477
H -5.6882 -2.1478 0.0801 0.049 0.011 0.016
H 3.9707 2.6596 -4.3422 -0.053 -0.012 0.022
H 5.9621 3.5810 0.8741 0.021 0.081 -0.061
H 3.0616 2.0533 2.1282 0.163 -0.024 -0.067
H -3.5550 -2.5700 1.3057 -0.009 -0.033 -0.067
H -3.5119 -3.0879 -8.3985 -1.195 0.827 1.005
H -4.4101 -4.4381 -1.1736 0.020 -0.071 -0.056
H 1.0551 2.3275 -7.4812 -0.012 0.005 0.057
H -5.5831 -1.1904 -2.2235 0.078 0.003 -0.003
H -3.3384 -0.7040 -3.1980 0.075 0.084 0.350
H -7.5010 -4.3859 1.5592 0.060 -0.028 0.067
H 6.1479 5.4407 -3.6379 -0.058 0.000 0.028
H 0.4350 2.0836 -0.8886 -0.116 -0.063 -0.014
H 3.8216 3.9947 -0.3378 0.035 0.009 0.002
H -0.5747 1.3416 3.8342 0.047 0.039 -0.041
H -1.9392 0.1513 2.1140 0.029 0.029 -0.039
H -4.0543 -6.3071 -2.7906 -0.020 0.020 0.052
H -4.6079 -1.6288 -8.1771 -0.626 -1.587 0.633
H -2.8554 -2.5741 -4.4600 -0.483 0.868 -1.449
H 1.2428 2.8678 3.0601 -0.059 -0.077 0.068
H 4.5126 3.1402 5.8090 0.077 -0.013 -0.008
H 6.8248 2.4032 5.2230 -0.044 -0.002 0.008
H 7.2228 1.4366 2.9551 -0.052 0.015 0.031
H -6.6520 -5.3166 3.7134 -0.011 0.053 -0.046
H 7.3892 2.5402 8.8467 -0.014 0.064 0.023
H 5.2998 1.2536 1.3726 -0.050 0.008 0.042
H -1.4025 -2.0083 0.1721 -0.046 -0.016 0.040
H 8.1070 4.1461 -0.2725 -0.050 -0.014 0.032
H 3.4325 2.6285 -6.7799 -0.047 -0.008 0.049
H 8.2022 6.7500 8.8063 0.007 -0.064 -0.028
H 9.6891 6.3538 6.8408 -0.021 -0.060 0.003
H 9.9258 4.0221 5.9828 -0.001 0.066 0.022
H -4.3962 -9.0176 0.5254 -0.007 0.060 0.004
H 2.1028 2.3818 -2.7106 0.080 0.013 -0.036
H -5.2207 -2.8536 -5.7996 1.889 0.793 -0.067
H -2.0234 -2.1691 -6.0354 -1.736 0.714 0.661
H 3.9111 4.9476 -2.6426 0.047 0.011 0.006
H -4.7481 -7.0285 1.9907 0.020 -0.065 -0.025
H -0.6832 2.0767 -5.7067 0.037 -0.002 -0.041
H -6.8825 -1.3425 5.3298 -0.019 -0.015 -0.057
H -7.7329 -0.5918 3.1070 0.030 -0.014 0.060
```
Forces are in eV/Å.

Atom charges from the Mulliken analysis, given in e for atoms 1 to 99:
1 O -0.33
2 O -0.39
3 O -0.28
4 O -0.36
5 O -0.51
6 N -0.58
7 N -0.38
8 N -0.35
9 N -0.38
10 N -0.57
11 N -0.55
12 N -0.66
13 N -0.18
14 C -0.36
15 C -0.91
16 C -0.22
17 C -0.37
18 C -0.22
19 C -0.15
20 C -0.27
21 C -0.34
22 C 0.19
23 C -0.18
24 C -0.24
25 C -0.78
26 C -0.37
27 C 0.61
28 C -0.33
29 C -0.58
30 C -0.26
31 C -0.34
32 C -0.35
33 C -0.39
34 C -0.35
35 C -0.70
36 C -0.16
37 C -0.57
38 C -0.38
39 C -0.10
40 C -0.63
41 C -0.45
42 C -0.25
43 C -0.32
44 C -0.27
45 C -0.39
46 C -0.29
47 C 0.06
48 C 0.15
49 C -0.33
50 C -0.25
51 C -0.35
52 C -1.24
53 C -0.13
54 C -0.19
55 C -0.52
56 C 0.29
57 C -0.18
58 H 0.48
59 H 0.38
60 H 0.37
61 H 0.36
62 H 0.31
63 H 0.42
64 H 0.41
65 H 0.38
66 H 0.22
67 H 0.55
68 H 0.25
69 H 0.21
70 H 0.35
71 H 0.40
72 H 1.32
73 H 0.38
74 H 0.36
75 H 0.57
76 H 0.56
77 H 0.40
78 H 0.41
79 H 0.47
80 H 0.31
81 H 0.23
82 H 0.65
83 H 0.38
84 H 0.42
85 H 0.41
86 H 0.36
87 H 0.37
88 H 0.51
89 H 0.59
90 H 0.36
91 H 0.38
92 H 0.36
93 H 0.36
94 H 0.36
95 H 0.37
96 H 0.34
97 H 0.27
98 H 0.36
99 H 0.49